DFT (ωB97M-V with the def2-TZVPD basis set) results for a cluster of 3 separate species, CH8N2O4 in total.

ORCA input file:
```
! wB97M-V def2-TZVPD RIJCOSX def2/J DEFGRID3
* xyz 0 1
N -0.104 1.933 -1.118
O -0.773 1.589 -0.151
H -0.697 2.224 -1.932
N 1.544 -0.966 0.196
O 2.110 -0.507 -1.044
O 2.363 0.860 -0.871
H 2.254 -0.621 0.881
H 1.581 -1.978 0.090
H 1.445 1.341 -1.001
C -1.943 -0.668 1.019
O -1.134 -0.437 -0.103
H -2.987 -0.631 0.688
H -1.781 0.097 1.789
H -1.745 -1.653 1.442
H -0.135 -0.583 0.117
*
```

Calculated values
Orbital gap: 9.0245 eV
HOMO energy: -9.3 eV
Structure (SMILES): N=O.NOO.CO
Energy above the lowest of the compared OMol25 structures with the same formula, charge and spin: 0.00 kJ/mol

Atomic partial charges in e from the Mulliken method, atoms 1 to 6: -0.223 -0.138 0.213 -0.532 -0.132 -0.415